1.
C3H9N2O | ωB97M-V with the def2-TZVPD basis set

```
15
C3H9N2O (ωB97M-V with the def2-TZVPD basis set)
C -0.19 1.00 -0.24
N 0.51 -0.19 -0.69
C 1.87 -0.23 0.05
O 1.86 0.37 1.22
C -1.71 0.84 -0.46
N -2.27 -0.32 -0.78
H 0.00 1.24 0.83
H 0.19 1.90 -0.78
H -0.29 -0.79 -0.88
H 2.14 -1.32 0.10
H 2.55 0.34 -0.74
H -1.87 -0.37 0.30
H -2.28 1.75 -0.25
H 0.08 -1.97 1.21
H -0.60 -2.26 1.11
```

Summary:
energy above the lowest of the compared OMol25 structures with the same formula, charge and spin = 123.1 kcal/mol
E_HOMO = -2.744 eV
orbital gap = 6.87 eV
total charge = -1



2.
C12H38BCoO8 | ωB97M-V with the def2-TZVPD basis set

```
60
C12H38BCoO8 (ωB97M-V with the def2-TZVPD basis set)
Co 9.56 4.16 6.45
B 8.86 4.59 8.62
H 8.57 3.60 9.22
H 10.06 4.56 8.35
H 8.18 4.67 7.63
H 8.56 5.53 9.30
C 7.99 4.17 12.30
C 7.42 2.83 11.88
O 6.67 2.93 10.65
O 9.21 4.49 11.65
H 8.18 4.18 13.38
H 7.22 4.94 12.18
H 6.79 2.44 12.67
H 8.25 2.14 11.70
H 7.27 3.32 10.00
H 9.00 4.60 10.70
C 8.45 1.39 6.25
C 9.35 1.31 7.44
O 10.33 2.37 7.36
O 7.95 2.74 6.09
H 7.65 0.66 6.38
H 8.99 1.10 5.35
H 9.87 0.35 7.41
H 8.80 1.37 8.38
H 11.13 2.15 7.84
H 7.16 2.66 5.54
C 9.20 6.86 5.26
C 10.04 7.01 6.48
O 10.89 5.83 6.59
O 8.44 5.61 5.35
H 9.78 6.89 4.33
H 8.49 7.69 5.24
H 9.38 7.06 7.36
H 10.63 7.92 6.46
H 11.72 6.05 7.01
H 7.88 5.59 4.57
C 8.98 9.49 9.06
C 7.75 10.34 9.37
C 8.00 11.80 9.20
O 6.65 9.89 8.57
H 8.77 8.45 9.34
H 9.92 9.78 9.54
H 9.20 9.47 7.98
H 7.44 10.12 10.40
H 8.27 12.09 8.18
H 8.83 12.11 9.85
H 7.12 12.37 9.49
H 6.62 8.93 8.59
C 5.21 5.08 8.10
C 5.64 6.54 7.91
C 4.44 7.44 7.98
O 6.52 6.92 8.97
H 4.26 4.91 7.59
H 5.16 4.74 9.13
H 5.93 4.40 7.62
H 6.12 6.68 6.92
H 4.66 8.50 7.85
H 4.01 7.34 8.98
H 3.64 7.22 7.28
H 7.30 6.32 8.97
```

Summary:
multiplicity = 4
E_HOMO (alpha / beta) = -11.673 / -11.673 eV
orbital gap (alpha / beta) = 7.94 / 7.26 eV
total charge = +1



3.
C51H120N6O5 | ωB97M-V with the def2-TZVPD basis set

```
182
C51H120N6O5 (ωB97M-V with the def2-TZVPD basis set)
C 3.54 2.09 -1.51
C 3.18 3.38 -0.78
N 2.95 3.22 0.67
C 3.10 4.49 1.43
C 4.49 5.15 1.26
C 1.55 2.82 0.94
C 1.59 2.08 2.32
H 3.35 2.17 -2.58
H 2.91 1.33 -1.06
H 4.56 1.79 -1.28
H 4.01 4.05 -0.99
H 2.29 3.85 -1.20
H 2.38 5.14 0.93
H 2.78 4.43 2.47
H 4.61 5.88 2.05
H 5.33 4.45 1.23
H 4.49 5.76 0.35
H 1.20 2.13 0.16
H 0.83 3.64 0.92
H 0.54 1.86 2.49
H 1.91 2.77 3.10
H 2.10 1.12 2.36
C -1.10 -3.10 -0.19
C -2.51 -3.60 -0.36
N -3.17 -2.77 -1.35
C -4.60 -2.76 -1.28
C -5.19 -2.26 0.02
C -2.69 -3.13 -2.71
C -3.22 -4.44 -3.34
H -0.47 -3.33 -1.05
H -0.56 -3.64 0.59
H -0.98 -2.01 -0.16
H -2.71 -4.67 -0.46
H -2.98 -3.34 0.58
H -5.02 -2.09 -2.02
H -4.95 -3.77 -1.50
H -5.24 -1.18 0.10
H -6.11 -2.85 0.09
H -4.65 -2.61 0.90
H -1.61 -3.14 -2.64
H -2.84 -2.33 -3.43
H -4.31 -4.40 -3.30
H -2.92 -5.38 -2.88
H -2.80 -4.44 -4.35
C 3.73 -1.47 3.47
C 3.47 -2.58 2.40
N 2.14 -2.84 1.88
C 2.10 -3.76 0.77
C 2.92 -3.44 -0.48
C 1.09 -3.03 2.88
C -0.33 -3.09 2.24
H 3.25 -1.50 4.44
H 3.38 -0.53 3.06
H 4.75 -1.22 3.76
H 4.09 -2.40 1.52
H 3.92 -3.50 2.77
H 2.18 -4.76 1.19
H 1.08 -3.76 0.39
H 4.01 -3.39 -0.47
H 2.66 -4.04 -1.36
H 2.60 -2.45 -0.81
H 1.10 -2.16 3.53
H 1.33 -3.78 3.63
H -0.63 -4.05 1.80
H -0.43 -2.33 1.47
H -1.07 -2.86 3.00
C -3.87 4.40 -2.51
C -4.62 3.31 -1.62
N -3.85 2.84 -0.41
C -3.73 3.97 0.53
C -3.81 3.51 2.01
C -2.59 2.17 -0.65
C -2.63 0.85 -1.40
H -2.83 4.11 -2.68
H -3.85 5.36 -2.00
H -4.36 4.45 -3.49
H -5.59 3.70 -1.32
H -4.92 2.44 -2.22
H -4.58 4.66 0.48
H -2.95 4.71 0.35
H -3.65 4.40 2.61
H -3.08 2.73 2.23
H -4.79 3.17 2.32
H -1.80 2.65 -1.23
H -2.17 1.92 0.32
H -1.63 0.50 -1.65
H -3.08 0.03 -0.84
H -3.16 0.92 -2.35
C 1.54 0.20 2.87
C 1.50 -0.32 4.31
N 0.32 -1.08 4.64
C -0.97 -0.47 4.32
C -2.13 -1.47 4.54
C 0.41 -1.68 5.95
C 0.33 -0.66 7.07
H 2.49 0.70 2.66
H 0.80 1.00 2.89
H 1.28 -0.58 2.15
H 2.35 -0.97 4.51
H 1.68 0.53 4.97
H -1.09 0.44 4.91
H -1.04 -0.14 3.28
H -1.87 -2.48 4.22
H -2.58 -1.36 5.53
H -2.86 -1.07 3.84
H 1.34 -2.26 5.93
H -0.32 -2.47 6.06
H 1.28 -0.12 7.12
H 0.34 -1.19 8.02
H -0.47 0.06 6.91
C 2.15 -0.97 -1.54
C 2.58 -1.89 -2.68
N 1.40 -2.14 -3.60
C 1.07 -0.90 -4.31
C 2.08 -0.89 -5.53
C 0.25 -2.77 -2.86
C -0.32 -3.76 -3.85
H 1.52 -1.43 -0.78
H 1.70 0.01 -1.70
H 2.97 -0.70 -0.87
H 3.42 -1.40 -3.16
H 2.85 -2.89 -2.33
H 0.04 -1.05 -4.63
H 1.26 0.06 -3.84
H 2.01 -0.04 -6.21
H 3.10 -0.77 -5.17
H 2.09 -1.75 -6.20
H -0.56 -2.06 -2.73
H 0.58 -3.39 -2.02
H -0.45 -3.37 -4.86
H -1.26 -4.14 -3.44
H 0.36 -4.60 -4.01
C 0.41 2.93 -1.28
C 0.94 3.82 -2.37
O 2.20 3.83 -2.63
C -0.01 4.74 -3.14
H 1.16 2.59 -0.56
H 0.01 1.99 -1.68
H -0.44 3.41 -0.80
H -0.93 4.30 -3.52
H 0.48 5.06 -4.06
H -0.39 5.61 -2.61
C -0.61 0.70 -2.98
C -1.17 1.88 -3.67
O -1.51 2.87 -3.03
C -1.41 1.85 -5.17
H 0.36 0.97 -2.59
H -0.51 -0.21 -3.58
H -1.36 0.52 -2.21
H -2.10 1.09 -5.53
H -0.50 1.77 -5.76
H -1.78 2.82 -5.49
C 4.55 1.37 1.07
C 4.46 -0.07 1.14
O 5.12 -0.67 1.97
C 3.34 -0.70 0.43
H 4.93 1.77 2.01
H 3.50 1.65 0.99
H 5.01 1.62 0.11
H 3.68 -1.71 0.24
H 3.23 -0.28 -0.57
H 2.43 -0.75 1.04
C -3.76 0.92 1.70
C -2.62 -0.12 1.46
O -1.44 0.04 1.86
C -2.85 -1.38 0.67
H -4.77 0.54 1.85
H -3.86 1.68 0.92
H -3.54 1.35 2.68
H -2.54 -1.35 -0.38
H -3.91 -1.61 0.65
H -2.30 -2.20 1.14
C 1.08 -0.80 0.99
C 0.78 0.16 -0.14
O 1.66 0.90 -0.44
C -0.45 0.09 -1.06
H 0.18 -1.05 1.56
H 1.76 -0.38 1.72
H 1.51 -1.71 0.58
H -0.81 1.09 -1.25
H -1.18 -0.63 -0.69
H -0.08 -0.26 -2.03
```

Summary:
energy above the lowest of the compared OMol25 structures with the same formula, charge and spin = 1754.6 kcal/mol
E_HOMO = -6.190 eV
orbital gap = 6.48 eV
total charge = 0